<A>
{
  "formula": "C4H9OS",
  "method": "ωB97M-V with the def2-TZVPD basis set",
  "elements": ["H", "O", "H", "H", "H", "H", "H", "S", "C", "H", "H", "C", "C", "C", "H"],
  "coordinates": [[-2.97, -1.30, 0.35], [-1.53, 0.05, 0.13], [1.07, 0.21, 2.35], [2.86, 0.02, -1.92], [-3.26, 0.51, 0.80], [-3.53, 0.04, -0.95], [0.53, 0.73, -1.52], [0.11, -0.81, 0.36], [2.25, -0.50, -1.27], [0.54, 1.51, 1.01], [2.76, -1.16, -0.62], [1.06, 0.52, 1.29], [-3.01, -0.22, 0.06], [1.01, -0.11, -1.10], [2.10, 0.50, 1.02]],
  "nbo_charge": [0.22, -0.69, 0.26, 0.24, 0.22, 0.23, 0.26, 1.08, -0.33, 0.29, 0.22, -0.72, -0.21, -0.33, 0.26],
  "e_homo_ev": -15.121,
  "orbital_gap_ev": 9.4,
  "multiplicity": 1,
  "lumo_ev": -5.7,
  "total_charge": 1,
  "mol_weight_g_mol": 105.2
}

***

<B>
{
  "formula": "C4H9OS",
  "method": "ωB97M-V with the def2-TZVPD basis set",
  "elements": ["H", "H", "S", "C", "H", "H", "O", "C", "C", "H", "H", "H", "H", "H", "C"],
  "coordinates": [[-0.61, 1.94, 1.46], [-0.74, -1.84, -0.94], [-1.05, -0.12, 0.70], [-0.21, 1.56, 0.63], [1.08, -1.35, 1.61], [0.26, -0.87, -2.76], [0.73, 1.03, -2.01], [0.00, -1.23, 1.87], [0.21, -0.25, -1.89], [-0.62, 2.01, -0.27], [1.08, 1.32, -2.81], [0.89, 1.65, 0.66], [-0.25, -0.91, 2.86], [-0.37, -2.18, 1.74], [-0.41, -0.77, -0.83]],
  "nbo_charge": [0.22, 0.26, 0.82, -0.67, 0.27, 0.22, -0.69, -0.67, 0.22, 0.27, 0.52, 0.27, 0.25, 0.24, -0.53],
  "e_homo_ev": -14.048,
  "orbital_gap_ev": 10.5,
  "multiplicity": 1,
  "lumo_ev": -3.6,
  "total_charge": 1,
  "mol_weight_g_mol": 105.2
}

***

On energetic grounds, <B> is preferred over the next structure by 270.5 kJ/mol.

***

<A>
{
  "formula": "C8H28BKO8",
  "method": "ωB97M-V with the def2-TZVPD basis set",
  "elements": ["O", "C", "O", "H", "H", "C", "H", "H", "C", "O", "H", "H", "H", "H", "H", "H", "H", "O", "H", "H", "O", "C", "O", "H", "C", "H", "H", "H", "H", "O", "H", "H", "B", "H", "H", "H", "H", "H", "C", "H", "C", "O", "H", "H", "C", "K"],
  "coordinates": [[-3.54, -1.53, -0.14], [1.33, 2.08, 2.17], [1.72, 0.82, 1.67], [-0.88, -1.45, -0.68], [-4.24, -0.14, -1.53], [2.25, 3.20, 1.70], [-1.66, -1.18, -2.09], [1.91, 2.59, -0.17], [0.21, -1.77, 3.39], [-2.23, -1.28, -2.87], [1.28, 2.13, 3.26], [1.48, -3.31, 2.78], [-0.48, 0.36, -1.29], [0.92, 0.70, -1.69], [-5.21, -1.53, -1.32], [0.83, 2.90, -4.68], [-2.67, -1.10, -0.12], [2.20, 3.40, 0.27], [3.31, 2.96, 1.88], [-0.34, -2.96, 4.86], [1.78, 1.06, -2.01], [0.72, 2.48, -3.68], [2.40, -2.30, 4.35], [1.06, 0.53, 1.02], [1.61, -2.29, 3.17], [-1.02, 0.05, 0.59], [-4.10, -1.86, -3.47], [0.19, -0.87, 4.01], [1.95, -2.76, 5.07], [-0.66, -2.78, 3.96], [-0.78, 1.60, -2.78], [0.73, 3.27, -2.92], [-0.43, -0.40, -0.36], [1.99, 4.09, 2.27], [0.35, 2.36, 1.76], [0.73, -0.56, -0.04], [2.14, -1.65, 2.45], [-0.27, -1.48, 2.45], [1.80, 1.49, -3.37], [2.77, 2.01, -3.40], [-4.16, -1.23, -1.37], [-0.59, 1.88, -3.68], [1.80, 0.65, -4.07], [-3.32, -2.94, -2.34], [-3.50, -1.87, -2.56], [0.65, -3.41, -0.46]],
  "nbo_charge": [-0.74, -0.10, -0.77, -0.10, 0.17, -0.08, 0.49, 0.48, -0.11, -0.76, 0.17, 0.13, -0.05, 0.50, 0.18, 0.18, 0.49, -0.74, 0.17, 0.45, -0.79, -0.10, -0.71, 0.51, -0.10, 0.01, 0.19, 0.19, 0.46, -0.72, 0.47, 0.18, -0.74, 0.17, 0.17, -0.05, 0.21, 0.20, -0.09, 0.19, -0.10, -0.73, 0.16, 0.15, -0.09, 0.99],
  "e_homo_ev": -9.454,
  "orbital_gap_ev": 8.2,
  "multiplicity": 1,
  "lumo_ev": -1.3,
  "mol_weight_g_mol": 302.2
}

***

<B>
{
  "formula": "C8H28BKO8",
  "method": "ωB97M-V with the def2-TZVPD basis set",
  "elements": ["H", "H", "B", "H", "O", "H", "H", "O", "H", "H", "C", "C", "H", "H", "H", "H", "O", "H", "O", "H", "C", "C", "C", "C", "O", "H", "H", "K", "H", "O", "H", "H", "H", "H", "H", "H", "O", "H", "H", "H", "H", "H", "H", "O", "C", "C"],
  "coordinates": [[1.48, 2.93, 3.99], [-1.25, -2.81, 1.76], [-1.19, -2.90, 0.60], [2.05, -0.33, 2.64], [1.27, -0.32, 3.21], [-0.73, -1.80, -1.26], [0.91, 2.19, 2.46], [-1.08, 2.50, 0.67], [3.40, -2.88, -2.03], [-3.06, 1.54, -1.00], [-3.02, -1.89, -2.75], [-0.91, 3.11, -0.60], [1.90, 0.38, -1.47], [-1.15, -1.90, -3.79], [-3.47, -2.01, -3.75], [3.63, -2.50, 0.04], [2.92, 2.00, 2.87], [-0.23, -2.47, 0.18], [-2.84, 2.12, -1.74], [4.00, -0.08, -0.32], [1.55, 2.07, 3.33], [-2.27, 3.32, -1.24], [3.02, -0.46, -0.04], [-1.63, -1.29, -3.03], [2.94, -2.05, -1.86], [-1.31, 3.14, 1.35], [-0.43, 4.10, -0.56], [-0.46, -0.03, 0.89], [-1.99, -2.20, 0.19], [-0.82, -1.05, -1.87], [-0.32, 2.46, -1.24], [3.02, -0.38, 1.04], [0.38, 0.82, 4.64], [-3.64, -1.14, -2.24], [-3.01, 3.86, -0.63], [-2.09, 4.00, -2.09], [-3.04, -3.15, -2.14], [-1.84, -0.31, -3.45], [3.18, 2.83, 2.48], [-1.43, -3.96, 0.24], [-2.63, -3.04, -1.27], [2.18, 0.68, 4.77], [1.89, -2.37, -0.12], [1.98, 0.38, -0.51], [1.32, 0.79, 4.10], [2.83, -1.92, -0.45]],
  "nbo_charge": [0.17, -0.01, -0.78, 0.48, -0.73, 0.52, 0.17, -0.77, 0.48, 0.47, -0.08, -0.10, 0.50, 0.16, 0.17, 0.16, -0.74, -0.09, -0.71, 0.18, -0.10, -0.09, -0.07, -0.08, -0.73, 0.49, 0.17, 0.94, -0.07, -0.81, 0.20, 0.16, 0.19, 0.14, 0.17, 0.18, -0.74, 0.18, 0.48, 0.01, 0.51, 0.19, 0.21, -0.76, -0.09, -0.11],
  "e_homo_ev": -8.851,
  "orbital_gap_ev": 8.4,
  "multiplicity": 1,
  "lumo_ev": -0.4,
  "mol_weight_g_mol": 302.2
}

***

On energetic grounds, <B> is preferred over the next structure by 58.7 kJ/mol.

***

<A>
{
  "formula": "C4H8O2S",
  "method": "ωB97M-V with the def2-TZVPD basis set",
  "elements": ["C", "H", "H", "H", "C", "H", "C", "H", "O", "H", "O", "C", "H", "H", "S"],
  "coordinates": [[-0.54, 0.91, -0.18], [1.84, -0.04, 1.41], [-0.07, 3.35, -0.10], [1.84, -1.62, 0.50], [-0.04, -0.37, 0.28], [-2.10, -0.69, -1.05], [-0.25, 2.24, 0.51], [-1.12, 2.40, 1.37], [2.51, 0.18, -0.59], [0.27, 0.78, -1.17], [-1.89, 0.91, -0.55], [1.55, -0.44, 0.45], [2.76, -0.34, -1.33], [0.89, 1.85, 1.09], [-0.85, -1.78, 0.13]],
  "nbo_charge": [-0.03, 0.21, 0.27, 0.20, -0.07, 0.35, -0.61, 0.25, -0.75, 0.25, -0.71, -0.13, 0.48, 0.19, 0.10],
  "e_homo_ev": -9.070,
  "orbital_gap_ev": 8.1,
  "multiplicity": 1,
  "lumo_ev": -1.0,
  "mol_weight_g_mol": 120.2
}

***

<B>
{
  "formula": "C4H8O2S",
  "method": "ωB97M-V with the def2-TZVPD basis set",
  "elements": ["C", "H", "H", "C", "S", "H", "O", "H", "H", "H", "H", "H", "C", "O", "C"],
  "coordinates": [[1.01, -0.55, 1.05], [1.80, 1.13, -0.62], [0.21, 1.98, -0.27], [0.30, -0.18, -0.19], [-2.20, 1.08, -0.59], [2.09, -0.74, 0.97], [0.37, -1.21, -1.19], [0.42, 1.08, -1.79], [0.98, 0.12, 1.97], [-1.76, -0.92, 0.68], [0.73, -1.48, 1.63], [0.05, -2.00, -0.72], [0.78, 1.13, -0.81], [-3.57, 0.61, -0.22], [-1.23, -0.06, 0.11]],
  "nbo_charge": [-0.67, 0.22, 0.21, 0.18, 1.13, 0.23, -0.69, 0.23, 0.24, 0.24, 0.22, 0.47, -0.62, -0.92, -0.48],
  "e_homo_ev": [-9.201, -9.201],
  "orbital_gap_ev": [8.9, 8.9],
  "multiplicity": 1,
  "lumo_ev": [-0.3, -0.3],
  "mol_weight_g_mol": 120.2
}

***

<C>
{
  "formula": "C4H8O2S",
  "method": "ωB97M-V with the def2-TZVPD basis set",
  "elements": ["H", "C", "H", "H", "H", "C", "O", "H", "C", "C", "S", "H", "H", "O", "H"],
  "coordinates": [[-0.89, 1.53, 1.45], [1.23, 0.94, 1.35], [0.88, -0.73, -2.83], [1.74, 0.06, 1.27], [1.47, 1.50, 0.34], [-0.16, 0.67, 1.66], [-1.29, 0.26, -0.96], [-0.45, -1.69, -3.40], [-0.89, 0.05, -2.07], [-0.08, -1.08, -2.57], [-0.90, -0.82, 0.84], [1.72, 1.53, 2.19], [-0.41, 0.51, 2.77], [-2.14, -1.00, 1.64], [0.18, -1.75, -1.69]],
  "nbo_charge": [0.23, -0.64, 0.26, 0.21, 0.21, -0.62, -0.52, 0.27, 0.50, -0.78, 1.06, 0.23, 0.25, -0.88, 0.22],
  "e_homo_ev": [-7.968, -7.320],
  "orbital_gap_ev": [8.1, 7.2],
  "multiplicity": 1,
  "lumo_ev": [0.2, -0.2],
  "mol_weight_g_mol": 120.2
}

***

On energetic grounds, <B> is preferred over the next structure by 200.4 kJ/mol.

***

<A>
{
  "formula": "C2H4O2P",
  "method": "ωB97M-V with the def2-TZVPD basis set",
  "elements": ["C", "H", "O", "C", "H", "O", "P", "H", "H"],
  "coordinates": [[1.36, 0.45, 0.31], [-1.38, -1.40, 0.48], [-0.17, -1.21, -1.58], [0.11, 0.67, 0.48], [-0.31, 1.19, 1.30], [-2.31, 0.04, -0.88], [-0.98, -0.54, -0.49], [1.62, -0.36, -0.40], [2.05, 1.16, 0.77]],
  "nbo_charge": [-0.42, -0.23, -1.18, -0.54, 0.19, -1.20, 1.98, 0.24, 0.16],
  "e_homo_ev": -4.403,
  "orbital_gap_ev": 8.7,
  "multiplicity": 1,
  "lumo_ev": 4.3,
  "total_charge": -1,
  "smiles": "C=C[P@@H](=O)[O-]",
  "mol_weight_g_mol": 91.0
}

***

<B>
{
  "formula": "C2H4O2P",
  "method": "ωB97M-V with the def2-TZVPD basis set",
  "elements": ["O", "C", "H", "H", "H", "P", "O", "H", "C"],
  "coordinates": [[1.58, 1.07, -0.47], [-1.34, 0.40, -0.49], [-2.39, 0.56, -0.85], [-0.74, -1.62, 0.20], [-0.84, 1.41, -0.59], [1.14, -0.15, 0.30], [1.93, -1.43, 0.18], [1.23, 0.34, 1.59], [-0.58, -0.58, 0.11]],
  "nbo_charge": [-1.19, -0.39, 0.18, 0.21, 0.21, 2.00, -1.18, -0.24, -0.60],
  "e_homo_ev": -4.419,
  "orbital_gap_ev": 8.7,
  "multiplicity": 1,
  "lumo_ev": 4.2,
  "total_charge": -1,
  "smiles": "C=C[P@@H](=O)[O-]",
  "mol_weight_g_mol": 91.0
}

***

<C>
{
  "formula": "C2H4O2P",
  "method": "ωB97M-V with the def2-TZVPD basis set",
  "elements": ["H", "H", "H", "H", "O", "P", "C", "C", "O"],
  "coordinates": [[-0.56, -0.93, 0.94], [-1.43, -0.29, -0.72], [0.61, 1.07, -1.53], [0.15, 1.47, 0.33], [3.21, 0.44, -0.14], [-0.21, -0.96, -0.39], [0.56, 0.68, -0.45], [2.10, -0.05, -0.05], [1.80, -1.17, 0.38]],
  "nbo_charge": [-0.07, -0.18, 0.21, 0.21, -0.73, 0.41, -0.88, 0.80, -0.77],
  "e_homo_ev": -3.727,
  "orbital_gap_ev": 8.3,
  "multiplicity": 1,
  "lumo_ev": 4.5,
  "total_charge": -1,
  "mol_weight_g_mol": 91.0
}

***

On energetic grounds, <A> is preferred over the next structure by 7.4 kJ/mol.